{"formula": "C3H9N", "method": "the ωB97M-V functional and the def2-TZVPD basis", "elements": ["C", "C", "N", "C", "H", "H", "H", "H", "H", "H", "H", "H", "H"], "coordinates": [[0.26, -1.20, 0.97], [0.74, 0.20, 0.60], [0.50, 0.76, -0.71], [-0.90, 0.90, -1.02], [0.73, -1.65, 1.86], [-0.83, -1.18, 1.11], [0.37, -1.97, 0.09], [0.25, 0.94, 1.29], [1.85, 0.21, 0.76], [0.99, 0.23, -1.50], [-1.47, -0.07, -1.02], [-1.43, 1.59, -0.33], [-1.05, 1.26, -2.10]], "mulliken_charge": [-0.96, -0.41, -0.34, -0.82, 0.34, 0.27, 0.23, 0.27, 0.31, 0.27, 0.28, 0.27, 0.29], "e_lumo_ha": 0.0438, "homo_energy_ha": -0.320, "orbital_gap_ev": 9.8972, "molar_mass_g_mol": 59.11, "e_above_lowest_kj_mol": 74.5, "smiles": "CCNC", "max_force_ev_per_a": 2.67, "total_energy_ha": -174.42465}